Formula: C5H14N2O
Source: the Open Molecules 2025 dataset
Level of theory: ωB97M-V/def2-TZVPD

Structure (SMILES): CC(N)=O.CN(C)C
F_max, eV Å⁻¹: 0.5
Charge: 0
Highest occupied orbital energy, eV: -8.43
Gap between HOMO and LUMO, hartree: 0.339

Atoms and positions in Å:
C  2.170  0.602  0.472
C  1.403  0.757  1.769
N  1.342  -0.378  2.507
O  0.892  1.789  2.134
H  2.026  1.478  -0.145
H  3.237  0.512  0.700
H  1.856  -0.296  -0.063
H  1.809  -1.223  2.233
H  0.862  -0.352  3.390
C  -1.699  0.919  -0.408
N  -1.620  -0.308  -1.181
C  -0.707  -0.172  -2.294
C  -1.290  -1.434  -0.338
H  -0.742  1.200  0.046
H  -2.434  0.792  0.374
H  -2.027  1.724  -1.064
H  -1.079  0.604  -2.962
H  -0.668  -1.112  -2.843
H  0.316  0.099  -1.983
H  -2.068  -1.547  0.417
H  -1.255  -2.341  -0.940
H  -0.323  -1.313  0.180

Population analysis type Löwdin, resulting atomic charges in e: -0.0205, -0.6287, 0.1497, 0.0420, 0.0794, 0.0854, 0.0601, 0.0989, 0.1087, -0.0997, -0.3305, -0.1199, -0.1191, 0.0668, 0.0820, 0.0843, 0.0821, 0.0804, 0.0715, 0.0832, 0.0806, 0.0632